one | {
  "formula": "H34O17",
  "method": "ωB97M-V/def2-TZVPD",
  "homo_ev": -10.58,
  "symbols": ["O", "H", "H", "O", "H", "H", "O", "H", "H", "O", "H", "H", "O", "H", "H", "O", "H", "H", "O", "H", "H", "O", "H", "H", "O", "H", "H", "O", "H", "H", "O", "H", "H", "O", "H", "H", "O", "H", "H", "O", "H", "H", "O", "H", "H", "O", "H", "H", "O", "H", "H"],
  "positions_angstrom": [[1.50607, -2.13447, -4.55660], [0.85797, -2.84117, -4.48223], [1.59702, -1.63364, -3.74371], [4.26310, -1.62921, -0.48330], [3.86386, -1.88791, -1.33214], [5.23229, -1.73525, -0.59161], [-2.39746, 2.21311, -0.89242], [-1.49025, 1.87068, -0.81337], [-2.15423, 3.05557, -1.25860], [0.53802, 3.94809, 0.85280], [0.23825, 4.45517, 0.09564], [0.89060, 3.16405, 0.42489], [-1.89289, -5.26918, -0.07115], [-1.42076, -5.20298, 0.77638], [-2.23927, -4.41650, -0.30705], [-2.02521, -4.57118, -2.34348], [-2.91068, -4.87220, -2.04316], [-1.56583, -5.30740, -2.74510], [-0.95850, 2.41485, 3.83984], [-0.69784, 3.29263, 3.46287], [-0.20344, 1.90676, 3.58968], [1.99543, 2.17415, -0.97598], [2.60606, 2.31228, -0.24553], [2.54703, 2.45592, -1.69939], [3.49025, 0.32512, 1.68270], [3.45980, -0.19893, 0.88046], [2.50524, 0.37583, 1.86848], [2.49312, -0.83467, -2.14277], [1.50247, -0.67524, -2.25753], [2.68382, -0.22873, -1.42698], [-4.47378, -1.06210, 3.95910], [-4.97756, -1.70286, 3.47382], [-3.94975, -0.63328, 3.33769], [-5.05578, 0.29675, 0.72129], [-4.58850, 0.87565, 0.13696], [-4.48147, -0.37757, 1.05769], [-0.58559, -1.25511, -0.52220], [-0.85525, -1.96826, -1.10226], [-0.53355, -1.46354, 0.40772], [4.18327, 3.08759, 2.16425], [3.82442, 2.22256, 1.79015], [4.39659, 3.57930, 1.37236], [-2.59493, -0.19111, -3.01464], [-2.60229, -0.08338, -2.05728], [-3.29507, 0.23256, -3.52710], [-3.36671, 0.91279, 2.45398], [-4.24069, 0.78794, 2.80669], [-2.99132, 1.72970, 2.82365], [4.62550, 1.58872, -0.38239], [5.45204, 1.78100, -0.84755], [4.94762, 0.89168, 0.19823]],
  "lowdin_charge": [-0.048, 0.035, -0.022, -0.071, 0.036, 0.074, -0.041, 0.040, 0.027, -0.051, 0.034, -0.018, -0.074, 0.053, 0.004, -0.080, 0.061, 0.043, -0.050, 0.062, 0.013, -0.045, 0.006, 0.051, -0.064, -0.004, 0.099, -0.083, 0.084, 0.008, -0.013, 0.037, -0.060, -0.043, 0.014, 0.009, -0.036, 0.031, 0.036, -0.088, -0.001, 0.012, -0.070, 0.000, 0.041, -0.070, 0.018, 0.050, -0.055, 0.075, 0.033]
}

***

two | {
  "formula": "H34O17",
  "method": "ωB97M-V/def2-TZVPD",
  "homo_ev": -10.25,
  "symbols": ["O", "H", "H", "O", "H", "H", "O", "H", "H", "O", "H", "H", "O", "H", "H", "O", "H", "H", "O", "H", "H", "O", "H", "H", "O", "H", "H", "O", "H", "H", "O", "H", "H", "O", "H", "H", "O", "H", "H", "O", "H", "H", "O", "H", "H", "O", "H", "H", "O", "H", "H"],
  "positions_angstrom": [[-1.72903, 0.85564, 3.32927], [-2.66803, 0.80876, 3.70556], [-1.25150, 1.22610, 4.08191], [-0.15022, 4.52854, 0.74250], [-0.19430, 5.20857, -0.00083], [-0.51108, 3.69397, 0.47183], [-2.04995, -4.21451, -1.12929], [-1.07042, -4.23539, -1.15651], [-2.35989, -5.10640, -1.35930], [0.65493, -5.31326, -3.10569], [0.75074, -4.66542, -2.38828], [0.67929, -4.71442, -3.87306], [1.29465, -2.34299, -3.88116], [1.78613, -2.06915, -2.99842], [0.46712, -1.87499, -3.99733], [-1.73843, 1.62940, 0.88494], [-1.70204, 0.75280, 0.38606], [-2.37401, 1.50641, 1.60547], [2.47555, 0.18672, 0.93123], [3.19606, 0.78181, 1.26474], [1.79362, 0.63034, 1.32947], [0.42340, 2.00134, 5.50863], [1.39256, 2.27730, 5.50475], [0.22826, 2.28388, 4.65219], [4.30218, 1.26429, 2.54348], [4.76524, 2.00052, 2.82062], [4.73535, 0.61494, 2.24268], [-0.48799, -5.09257, 1.25411], [-1.29065, -5.33570, 1.55303], [-0.24419, -4.28512, 1.62813], [2.95963, 4.69393, 2.60288], [3.41959, 3.97082, 2.41920], [2.75302, 5.07424, 1.72837], [-0.68187, 0.17340, -3.81320], [-0.05670, 0.64492, -3.21022], [-0.66202, 0.78333, -4.56424], [4.53661, -0.45491, -0.54134], [4.27680, -0.79054, 0.42963], [3.77623, -0.71007, -1.14493], [-5.66128, 0.99666, 0.59948], [-5.17945, 1.47060, -0.10678], [-6.37458, 0.40553, 0.00964], [-3.33297, 2.19691, -3.03625], [-3.33776, 2.75748, -2.31786], [-2.56870, 2.08570, -3.59078], [-2.23421, -1.52089, -1.52551], [-2.14430, -1.00303, -2.37922], [-2.34019, -2.57966, -1.53004], [1.10074, -0.28559, -1.24363], [1.70145, 0.23363, -0.69903], [0.92660, -1.14386, -0.63689]],
  "lowdin_charge": [-0.075, 0.102, 0.013, -0.082, 0.072, -0.020, -0.063, 0.047, 0.079, -0.074, 0.014, 0.027, -0.101, 0.089, -0.001, -0.102, 0.069, 0.006, -0.065, 0.038, 0.015, -0.048, 0.086, -0.023, 0.098, 0.043, -0.063, 0.024, -0.021, 0.015, 0.002, -0.077, 0.062, -0.062, 0.054, 0.049, -0.132, 0.092, 0.043, -0.151, 0.013, 0.137, -0.015, -0.013, 0.012, -0.169, 0.023, 0.045, -0.115, -0.020, 0.125]
}

***

three | {
  "formula": "H34O17",
  "method": "ωB97M-V/def2-TZVPD",
  "homo_ev": -10.47,
  "symbols": ["O", "H", "H", "O", "H", "H", "O", "H", "H", "O", "H", "H", "O", "H", "H", "O", "H", "H", "O", "H", "H", "O", "H", "H", "O", "H", "H", "O", "H", "H", "O", "H", "H", "O", "H", "H", "O", "H", "H", "O", "H", "H", "O", "H", "H", "O", "H", "H", "O", "H", "H"],
  "positions_angstrom": [[-1.71090, 2.91611, -2.60850], [-0.89982, 2.49593, -2.89454], [-1.45223, 3.81030, -2.38545], [0.43135, -3.84083, -1.83177], [0.90552, -3.70308, -1.01176], [0.56853, -3.03319, -2.32689], [-0.37648, 0.00495, 1.07180], [-0.50818, 0.58019, 0.31815], [0.45974, 0.28485, 1.44411], [5.02931, -2.12021, -0.73993], [5.32304, -2.45516, -1.58714], [4.24507, -1.61009, -0.94237], [3.13342, -0.10057, -0.26909], [4.00174, 0.29769, -0.32951], [2.95842, -0.15329, 0.67049], [-2.83695, -1.40500, -1.91608], [-3.28443, -2.11049, -1.44887], [-2.46407, -1.82809, -2.68951], [-1.31004, -4.65533, 0.23045], [-0.78518, -4.48090, -0.55079], [-1.19461, -3.87720, 0.77581], [-0.83674, -2.53013, 1.96639], [-0.61505, -1.69070, 1.56335], [0.00036, -2.87643, 2.27554], [-4.34641, 4.18138, 0.00065], [-3.82601, 3.42554, -0.27162], [-4.12887, 4.86381, -0.63433], [-3.79032, -3.87081, 1.68205], [-3.92826, -3.45338, 2.53233], [-2.83964, -3.95256, 1.60624], [1.68738, -1.29414, -2.27451], [1.92770, -0.53895, -2.81133], [2.05324, -1.10113, -1.41129], [-3.66227, 0.96070, -3.04116], [-3.89920, 0.22904, -2.47127], [-2.85317, 1.30632, -2.66417], [-2.25876, 5.41500, 1.90001], [-2.93849, 6.08033, 1.79264], [-2.71288, 4.58364, 1.76276], [-3.28809, 0.92584, 0.58526], [-2.67045, 0.69398, 1.27879], [-3.04330, 0.36561, -0.15126], [4.88817, 1.82339, 1.98619], [4.44313, 1.36167, 2.69681], [5.37691, 2.52126, 2.42246], [3.97421, 3.26785, -0.27731], [3.28815, 3.87082, 0.00900], [3.95976, 2.56299, 0.37015], [3.06473, -0.50872, 2.60535], [2.84958, -1.36790, 2.96829], [3.89133, -0.27091, 3.02536]],
  "lowdin_charge": [-0.035, 0.045, 0.048, -0.044, 0.037, 0.011, -0.023, 0.062, 0.050, -0.052, 0.038, -0.023, -0.046, 0.059, 0.011, -0.038, 0.058, 0.056, -0.059, -0.019, -0.038, -0.034, -0.008, 0.053, -0.043, 0.012, 0.036, -0.051, 0.029, -0.025, -0.047, 0.048, -0.012, -0.068, -0.006, -0.029, -0.067, 0.027, 0.006, -0.030, 0.017, 0.001, -0.023, 0.018, 0.066, -0.058, 0.033, -0.031, -0.021, 0.066, 0.039]
}

***

How do the energies compare? Relative to the most stable structure, in hartree: one 0.0626; two 0.1418; three 0.0000.